No. 1
A 2-piece molecular cluster, C27H28ClN4O3 overall. Source: OMol25; level of theory: wB97M-V/def2-TZVPD.

The calculation puts the total energy at -1950.27828 hartree. As for the frontier orbital gap: 6.221 eV. The total charge is +1.

Last column: natural (NBO) charge in e.
CARTESIAN COORDINATES (ANGSTROEM)
C -4.82 0.61 2.91  -0.421
N -3.65 1.29 2.40  -0.457
C -2.76 1.88 3.26  0.676
O -2.85 1.90 4.47  -0.563
C -1.65 2.48 2.43  -0.135
C -0.29 1.91 2.84  -0.434
C 0.07 2.18 4.27  0.061
C 0.22 1.14 5.18  -0.226
C 0.54 1.40 6.50  -0.182
C 0.70 2.70 6.93  -0.201
C 0.54 3.74 6.04  -0.193
C 0.23 3.48 4.72  -0.240
N -1.99 2.20 1.00  -0.303
C -1.24 2.61 -0.06  0.232
C -1.57 2.34 -1.37  -0.378
C -0.83 2.67 -2.48  0.100
C -1.27 2.37 -3.81  -0.184
C -2.47 1.67 -4.04  -0.073
C -2.88 1.35 -5.31  0.008
N -4.11 0.59 -5.48  0.505
O -4.48 0.30 -6.64  -0.334
O -4.74 0.25 -4.47  -0.371
C -2.12 1.75 -6.40  -0.117
C -0.95 2.45 -6.21  -0.214
C -0.52 2.76 -4.93  -0.094
C -3.29 1.42 0.95  0.340
C -3.06 0.03 0.36  -0.641
C -4.39 2.20 0.24  -0.642
H -4.81 0.67 4.00  0.265
H -5.73 1.08 2.54  0.207
H -4.81 -0.44 2.62  0.206
H -1.66 3.57 2.56  0.242
H -0.31 0.83 2.65  0.220
H 0.50 2.31 2.19  0.216
H 0.08 0.13 4.84  0.207
H 0.66 0.58 7.19  0.220
H 0.93 2.90 7.96  0.222
H 0.67 4.75 6.38  0.220
H 0.11 4.29 4.03  0.196
H -0.35 3.17 0.15  0.234
H -2.49 1.83 -1.54  0.218
H 0.13 3.14 -2.35  0.239
H -3.09 1.34 -3.23  0.228
H -2.46 1.48 -7.38  0.263
H -0.37 2.75 -7.06  0.243
H 0.39 3.31 -4.79  0.234
H -2.34 -0.52 0.96  0.233
H -3.99 -0.53 0.34  0.243
H -2.68 0.07 -0.65  0.219
H -4.58 3.14 0.77  0.235
H -4.14 2.45 -0.79  0.218
H -5.32 1.63 0.23  0.244
Cl 7.20 4.04 -2.29  0.051
C 5.47 3.90 -2.31  0.017
C 4.85 2.73 -1.93  -0.275
C 3.47 2.68 -1.96  0.041
N 2.69 3.68 -2.33  -0.469
C 3.31 4.79 -2.69  0.044
C 4.68 4.96 -2.69  -0.273
H 5.44 1.89 -1.62  0.241
H 2.97 1.77 -1.66  0.191
H 2.68 5.62 -2.99  0.198
H 5.14 5.88 -2.98  0.243

***

No. 2
C27H28DyN2Si as an isolated structure. Source: OMol25; level of theory: wB97M-V/def2-TZVPD.

The calculation puts the total energy at -2329.36078 hartree. The energy above the lowest of the compared OMol25 structures with the same formula, charge and spin is 4.30 kJ/mol. As for the frontier orbital gap (spin up / spin down): 5.713 / 3.777 eV. Its expectation value of S² is 9.7081. As for the multiplicity: 6. The total charge is +1.

Last column: Mulliken spin population.
CARTESIAN COORDINATES (ANGSTROEM)
C 0.66 2.26 1.28  0.068
C -0.33 2.54 0.28  -0.137
C -1.59 2.74 0.92  0.116
H -0.15 2.73 -0.77  0.006
C -1.40 2.56 2.32  -0.027
C 0.00 2.29 2.55  -0.068
H 0.47 2.26 3.54  0.006
H 1.74 2.19 1.09  0.006
H -2.52 2.98 0.40  0.009
H -2.15 2.70 3.09  0.013
Dy -0.88 0.35 1.38  5.991
C -1.73 -1.90 -3.38  -0.149
H -2.44 -1.75 -2.56  0.004
H -2.24 -1.66 -4.33  -0.007
H -0.79 -1.23 -3.41  0.073
Si -0.74 -0.50 -1.97  -0.369
C 1.04 -0.31 -2.34  0.044
C 1.72 0.91 -2.27  -0.045
H 1.22 1.78 -1.85  -0.005
C 3.05 1.01 -2.71  0.013
H 3.57 1.95 -2.59  0.002
C 3.69 -0.11 -3.27  -0.043
H 4.72 -0.03 -3.62  -0.003
C 2.99 -1.32 -3.41  0.004
H 3.48 -2.19 -3.86  -0.001
C 1.69 -1.43 -2.92  -0.158
H 1.16 -2.39 -2.99  -0.032
C -1.74 0.95 -2.52  -0.111
C -1.41 1.50 -3.79  -0.081
H -0.53 1.13 -4.34  -0.009
C -2.20 2.51 -4.35  0.019
H -1.87 2.99 -5.27  0.003
C -3.39 2.90 -3.72  -0.054
H -3.99 3.71 -4.14  -0.005
C -3.82 2.22 -2.57  0.045
H -4.77 2.50 -2.11  0.003
C -3.03 1.21 -2.01  -0.041
H -3.43 0.61 -1.18  0.011
H -1.07 -1.43 -0.80  -0.074
H -1.41 -2.95 -3.35  0.017
N -1.08 0.03 3.77  -0.039
C -0.04 -0.81 4.35  -0.022
C 0.21 -0.88 5.71  -0.016
C 1.20 -1.77 6.18  -0.001
C 1.87 -2.58 5.29  0.000
C 1.73 -2.46 3.86  0.023
C 2.35 -3.27 2.88  -0.004
C 2.20 -3.01 1.52  -0.011
C 1.42 -1.93 1.13  0.057
N 0.67 -1.24 2.04  0.047
C 0.77 -1.50 3.40  0.026
H -1.94 -0.51 3.70  -0.029
H -1.29 0.81 4.39  0.004
H -0.35 -0.31 6.45  -0.001
H 1.37 -1.91 7.25  0.000
H 2.54 -3.37 5.64  0.000
H 2.90 -4.18 3.16  0.000
H 2.63 -3.67 0.76  0.002
H 1.27 -1.68 0.07  -0.069

***

No. 3
A 4-piece molecular cluster, C27H28F3N3O6 overall. Source: OMol25; level of theory: wB97M-V/def2-TZVPD.

The calculation puts the total energy at -1960.72747 hartree. As for the frontier orbital gap: 7.793 eV. The total charge is 0. Its structure (SMILES) is O=CC[C@H]1OC(=O)O[C@]1(CCC(=O)O)CCC(F)=C(F)F.c1ccncc1.c1ccncc1.c1ccncc1.

Last column: natural (NBO) charge in e.
CARTESIAN COORDINATES (ANGSTROEM)
O 3.68 3.36 2.75  -0.545
C 4.32 2.37 2.31  0.459
C 3.69 1.25 1.34  -0.563
C 2.45 1.82 0.50  0.065
O 2.84 1.49 -0.88  -0.545
C 2.52 0.09 -1.01  0.987
O 3.16 -0.73 -1.68  -0.548
O 1.37 -0.11 -0.17  -0.552
C 1.01 1.08 0.63  0.270
C 0.60 0.60 2.11  -0.428
C -0.12 -0.83 2.16  -0.516
C -1.60 -0.85 1.56  0.790
O -2.55 -0.58 2.32  -0.577
O -1.75 -1.24 0.19  -0.714
C -0.09 1.77 -0.30  -0.450
C -0.97 2.91 0.42  -0.483
C -2.46 2.44 0.78  0.242
F -3.09 1.38 0.03  -0.334
C -3.28 3.04 1.79  0.678
F -3.08 2.86 3.19  -0.303
F -4.42 3.84 1.46  -0.318
H 5.44 2.22 2.56  0.135
H 3.45 0.28 1.91  0.245
H 4.54 1.00 0.60  0.264
H 2.45 2.97 0.46  0.244
H -0.02 1.45 2.60  0.242
H 1.53 0.51 2.79  0.230
H 0.53 -1.63 1.68  0.248
H -0.21 -1.11 3.27  0.250
H -2.67 -1.61 0.15  0.519
H -0.77 0.98 -0.79  0.269
H 0.44 2.29 -1.19  0.235
H -0.43 3.40 1.30  0.252
H -1.11 3.75 -0.36  0.243
C 5.79 6.05 -2.05  -0.162
C 5.27 4.81 -2.42  -0.262
C 5.09 3.86 -1.43  0.028
N 5.38 4.05 -0.14  -0.443
C 5.88 5.25 0.19  0.036
C 6.10 6.27 -0.72  -0.263
H 5.94 6.82 -2.79  0.217
H 5.02 4.60 -3.45  0.224
H 4.69 2.88 -1.67  0.213
H 6.11 5.38 1.25  0.197
H 6.50 7.23 -0.39  0.222
C -0.69 -5.92 0.45  -0.174
C -0.86 -4.55 0.28  -0.260
C -1.02 -4.06 -1.01  0.034
N -1.01 -4.83 -2.10  -0.413
C -0.83 -6.15 -1.92  0.030
C -0.67 -6.74 -0.67  -0.271
H -0.56 -6.34 1.44  0.214
H -0.88 -3.88 1.13  0.213
H -1.16 -3.00 -1.19  0.215
H -0.83 -6.75 -2.82  0.192
H -0.54 -7.81 -0.58  0.218
C -7.33 -3.72 -1.43  -0.162
C -6.39 -4.69 -1.14  -0.262
C -5.07 -4.30 -0.95  0.038
N -4.66 -3.02 -1.03  -0.442
C -5.59 -2.10 -1.31  0.035
C -6.93 -2.39 -1.51  -0.262
H -8.37 -3.98 -1.59  0.217
H -6.67 -5.74 -1.07  0.222
H -4.30 -5.02 -0.72  0.200
H -5.22 -1.08 -1.37  0.197
H -7.64 -1.60 -1.73  0.223

***

No. 4
C27H28GeKN3O4S as an isolated structure. Source: OMol25; level of theory: wB97M-V/def2-TZVPD.

The calculation puts the total energy at -4585.66821 hartree. As for the frontier orbital gap (spin up / spin down): 3.311 / 2.584 eV. The total charge is -2.

Last column: natural (NBO) charge in e.
CARTESIAN COORDINATES (ANGSTROEM)
K 1.89 2.38 -0.19  0.841
C 3.46 2.05 2.13  -1.449
Ge 2.43 0.69 2.92  1.269
C 0.80 1.30 3.93  -0.386
C 0.74 1.34 5.33  -0.230
C -0.36 1.85 6.00  -0.223
C -1.44 2.34 5.29  -0.254
C -1.42 2.31 3.91  -0.253
C -0.31 1.80 3.25  -0.160
C 3.27 -0.54 4.30  -0.398
C 4.50 -0.18 4.84  -0.219
C 5.13 -0.95 5.81  -0.240
C 4.53 -2.12 6.26  -0.253
C 3.30 -2.51 5.73  -0.261
C 2.69 -1.72 4.76  -0.164
C 1.57 -0.81 1.78  -0.397
C 2.33 -1.33 0.72  -0.188
C 1.85 -2.32 -0.12  -0.247
C 0.56 -2.81 0.05  -0.268
C -0.23 -2.30 1.07  -0.235
C 0.28 -1.33 1.93  -0.246
H 1.58 0.95 5.90  0.210
H -0.37 1.87 7.09  0.187
H -2.30 2.75 5.82  0.189
H -2.26 2.69 3.34  0.198
H -0.31 1.78 2.16  0.186
H 4.96 0.74 4.48  0.235
H 6.09 -0.65 6.22  0.187
H 5.02 -2.73 7.02  0.184
H 2.83 -3.42 6.08  0.186
H 1.74 -2.04 4.35  0.196
H 3.33 -0.92 0.56  0.205
H 2.47 -2.70 -0.93  0.191
H 0.17 -3.57 -0.62  0.195
H -1.24 -2.67 1.21  0.192
H -0.35 -0.96 2.73  0.208
C -2.61 -1.46 -8.04  -0.621
C -3.26 -0.75 -6.86  -0.659
S -2.21 -0.89 -5.42  2.176
O -2.12 -2.30 -5.09  -0.975
O -1.00 -0.17 -5.70  -0.956
C -3.17 -0.07 -4.18  -0.688
C -2.45 0.10 -2.84  -0.209
N -1.57 1.25 -2.80  -0.367
C -0.20 1.18 -2.67  0.362
N 0.32 2.37 -2.54  -0.535
C -0.73 3.27 -2.56  -0.159
C -1.91 2.60 -2.73  0.209
N -3.19 3.10 -2.84  0.331
O -4.18 2.29 -3.04  -0.670
O -3.32 4.37 -2.79  -0.589
C 0.55 -0.10 -2.66  -0.679
H -3.23 -1.37 -8.93  0.207
H -2.46 -2.51 -7.81  0.224
H -1.64 -1.01 -8.25  0.229
H -4.22 -1.19 -6.60  0.225
H -3.39 0.32 -7.04  0.237
H -4.05 -0.70 -4.05  0.237
H -3.49 0.91 -4.54  0.297
H -1.86 -0.78 -2.60  0.222
H -3.22 0.22 -2.09  0.247
H -0.60 4.34 -2.48  0.214
H 0.36 -0.70 -3.55  0.233
H 0.32 -0.70 -1.77  0.238
H 1.62 0.14 -2.63  0.232